DFT (wB97M-V/def2-TZVPD) results for 2 unconnected molecules or ions with the total composition C4H7N in a non-equilibrium geometry.

Each line ends with the natural charge from an NBO analysis.
Geometry (Å):
C 2.54993 -0.00791 -0.20744  0.141
C -0.08730 -1.34196 0.12829  -0.657
C -0.01396 1.30178 0.09516  -0.668
C 0.47265 -0.01356 -0.43685  0.045
N 3.63886 -0.22097 0.11365  -0.445
H -1.19926 -1.32034 -0.10412  0.237
H 0.55012 -2.05305 -0.25932  0.237
H 0.08039 -1.35194 1.26051  0.229
H -0.11740 1.39730 1.10737  0.219
H 0.87067 2.11370 -0.14878  0.240
H -0.82830 1.73696 -0.34903  0.231
H 0.54869 0.07815 -1.45506  0.190

For the energy above the lowest of the compared OMol25 structures with the same formula, charge and spin, the calculation gives 293.9 kJ/mol. The HOMO-LUMO gap is 11.31 eV. For the calculated total energy, the calculation gives -5748.3705 eV.